No. 1
Below is a structure of composition C29H26Cl3N7STc, with properties calculated with wB97M-V/def2-TZVPD.

Properties
⟨S²⟩: 0.76
Highest occupied orbital energy (alpha / beta), eV: -13.64 / -13.32
Gap between HOMO and LUMO (alpha / beta), eV: 7.47 / 7.18
Spin multiplicity: 2
Charge: +2

Each line ends with the Mulliken spin population.
Positions of all 67 atoms, in Å:
Tc: 1.03847 0.71235 -0.36506  1.075
C: 1.06498 1.64236 5.49204  0.000
C: 1.52784 2.87904 4.73950  0.000
N: 2.24206 2.54649 3.50023  0.002
C: 1.60900 2.17973 2.39193  0.002
S: 2.73213 1.76911 0.97076  0.006
N: 0.33723 2.10859 2.26226  0.012
N: -0.07759 1.83224 0.96437  -0.033
C: -1.16431 2.40616 0.56196  -0.002
C: -2.07375 3.21334 1.42008  -0.002
C: -1.36461 2.29786 -0.88625  0.030
C: -2.44958 2.84846 -1.54899  -0.001
C: -2.48646 2.80623 -2.93326  0.010
C: -1.43388 2.21921 -3.61735  0.002
C: -0.39101 1.67000 -2.89718  0.019
N: -0.34751 1.70280 -1.55973  -0.045
H: 0.54565 1.93932 6.40223  0.000
H: 1.91179 1.01706 5.77528  0.000
H: 0.37665 1.05533 4.88390  0.000
H: 2.21045 3.47589 5.34091  0.000
H: 0.68116 3.50866 4.46690  0.000
H: 3.24823 2.51464 3.50937  0.001
H: -1.84709 3.05579 2.46924  -0.001
H: -3.11014 2.93449 1.22619  0.000
H: -1.96817 4.27716 1.19564  0.000
H: -3.24605 3.31428 -0.98769  0.000
H: -3.32124 3.23556 -3.47054  0.000
H: -1.41789 2.17702 -4.69695  0.001
H: 0.43354 1.17631 -3.39178  -0.014
N: -0.33587 -1.00137 -0.42035  0.008
C: -1.74127 -0.75700 -0.59916  -0.018
C: -2.56541 -0.40060 0.42664  -0.013
C: -3.92317 -0.10301 0.16816  0.001
C: -4.41824 -0.16173 -1.10353  0.000
C: -3.58046 -0.55384 -2.17734  -0.002
C: -4.02688 -0.67622 -3.51477  0.002
C: -3.15383 -1.09587 -4.47551  0.000
C: -1.82432 -1.39829 -4.10687  0.000
N: -1.36349 -1.28228 -2.88636  0.001
C: -2.23174 -0.86546 -1.92513  -0.004
H: -0.03732 -1.58766 -1.20333  0.008
H: -0.16553 -1.51695 0.44053  0.005
H: -2.18286 -0.34240 1.43970  0.001
H: -4.57091 0.16538 0.99190  0.000
H: -5.45848 0.06438 -1.30071  0.000
H: -5.05809 -0.44963 -3.75657  0.000
H: -3.46303 -1.21650 -5.50417  0.000
H: -1.12376 -1.74970 -4.85701  0.000
C: 2.63393 0.07900 1.19111  -0.018
C: 2.77745 -1.09728 1.47522  -0.008
C: 2.89897 -2.49061 1.69839  0.000
C: 3.81828 -3.23334 0.94487  -0.003
C: 3.93704 -4.59182 1.16639  0.001
C: 3.14867 -5.20905 2.13130  -0.003
C: 2.23759 -4.47515 2.88294  0.001
C: 2.10944 -3.11561 2.67305  -0.002
H: 4.43113 -2.73543 0.20504  0.000
H: 4.64882 -5.17172 0.59540  0.000
H: 3.24998 -6.27210 2.30450  0.000
H: 1.63644 -4.96517 3.63610  0.000
H: 1.41573 -2.52804 3.26074  0.000
Cl: 4.96560 -0.76224 -3.97043  0.001
C: 3.36951 -1.48660 -3.80809  0.001
Cl: 2.41354 -1.24692 -5.27606  0.000
Cl: 3.47918 -3.19928 -3.40294  0.002
C: 2.67177 -0.80885 -2.70679  0.045
N: 2.12169 -0.27655 -1.85484  -0.068

Atomic forces in eV per Å
-0.1 -0.1 -0.1
0.0 0.0 0.0
0.0 0.0 0.0
0.0 0.0 0.0
0.0 0.0 0.0
-0.1 0.0 0.0
0.0 0.0 0.0
0.0 0.0 0.1
0.0 0.0 0.0
0.0 0.0 0.0
0.0 0.0 0.0
0.0 0.0 0.0
0.0 0.0 0.0
0.0 0.0 0.0
0.0 0.0 0.0
0.0 0.0 0.0
0.0 0.0 0.0
0.0 0.0 0.0
0.0 0.0 0.0
0.0 0.0 0.0
0.0 0.0 0.0
0.0 0.0 0.0
0.0 0.0 0.0
0.0 0.0 0.0
0.0 0.0 0.0
0.0 0.0 0.0
0.0 0.0 0.0
0.0 0.0 0.0
0.0 0.0 0.0
0.1 0.0 0.0
0.0 0.0 0.1
0.0 0.0 0.0
0.0 0.0 0.0
0.0 0.0 0.0
0.0 0.0 0.0
0.0 0.0 0.0
0.0 0.0 0.0
0.0 0.0 0.0
0.0 0.0 0.0
0.0 0.0 0.0
0.0 0.0 0.0
0.0 0.0 0.0
0.0 0.0 0.0
0.0 0.0 0.0
0.0 0.0 0.0
0.0 0.0 0.0
0.0 0.0 0.0
0.0 0.0 0.0
0.2 0.1 0.2
-0.1 0.0 -0.2
0.0 0.0 0.0
0.0 0.0 0.0
0.0 0.0 0.0
0.0 0.0 0.0
0.0 0.0 0.0
0.0 0.0 0.0
0.0 0.0 0.0
0.0 0.0 0.0
0.0 0.0 0.0
0.0 0.0 0.0
0.0 0.0 0.0
0.0 0.0 0.0
0.0 0.1 0.0
0.0 0.0 0.0
0.0 0.0 0.0
0.0 0.0 0.0
0.0 0.0 0.0

***

No. 2
Below is a cluster of 2 separate species, C4H13NOS in total in a non-equilibrium geometry, with properties calculated with wB97M-V/def2-TZVPD.

Properties
SMILES: C[C@H](N)CCS.O
Highest occupied orbital energy, eV: -9.01
Gap between HOMO and LUMO, eV: 9.70

Each line ends with the Mulliken charge.
Positions of all 20 atoms, in Å:
C: -1.18418 -1.55979 -0.84476  -1.230
C: -0.01377 -0.62641 -0.83121  0.580
N: 1.09726 -1.04562 -1.71836  -0.651
C: 0.59106 -0.43612 0.70127  -1.145
C: 1.55308 0.64153 0.85003  -0.548
S: 0.53232 2.14507 0.38793  -0.260
H: -0.85627 -2.57717 -0.51352  0.318
H: -1.76066 -1.18499 0.00769  0.353
H: -1.49109 -1.64274 -2.01090  0.314
H: -0.24667 0.45554 -1.05311  0.271
H: 1.03099 -1.99822 -1.99817  0.266
H: 1.85573 -1.03655 -1.16545  0.178
H: 1.19948 -1.36504 0.84504  0.410
H: -0.32951 -0.31087 1.49306  0.277
H: 2.33135 0.37242 0.18614  0.392
H: 1.92318 0.66556 1.84608  0.362
H: 1.56525 2.58481 -0.28941  0.142
O: -2.95060 2.29909 1.13718  -0.628
H: -2.70949 2.79929 1.93813  0.334
H: -2.13745 1.82022 1.03235  0.263

Atomic forces in eV per Å
0.9 -0.7 -1.6
1.8 1.6 1.7
-3.2 0.8 -1.4
-3.2 -3.1 -0.1
-1.7 1.2 -0.3
1.4 -0.1 0.8
-0.1 0.6 -0.4
-1.3 -0.2 -1.1
-0.3 0.3 3.1
-0.4 -1.5 -0.4
-0.5 -0.8 -0.3
3.8 0.2 2.0
-1.0 0.1 0.5
2.2 -0.6 -1.8
1.1 0.8 -0.9
0.4 0.4 0.8
0.3 0.9 -0.6
0.0 0.6 1.0
-0.6 0.0 -0.4
0.6 -0.6 -0.6

***

No. 3
Below is a structure of composition C20H19N6O2S2SbSe4Tc in a non-equilibrium geometry, with properties calculated with wB97M-V/def2-TZVPD.

Properties
⟨S²⟩: 0.76
Highest occupied orbital energy (alpha / beta), eV: -13.67 / -13.68
Gap between HOMO and LUMO (alpha / beta), eV: 5.81 / 5.90
Spin multiplicity: 2
Charge: +2

Each line ends with the Mulliken spin population.
Positions of all 55 atoms, in Å:
Tc: 0.16620 0.17330 0.23770  0.858
C: -0.69130 -0.77970 5.11940  0.000
N: -1.68580 -0.35570 4.16410  0.004
C: -2.85140 0.29490 4.46580  0.001
C: -3.51240 0.52760 3.31050  -0.002
N: -2.74400 0.02250 2.28320  0.002
C: -1.62250 -0.49880 2.83470  0.004
S: -0.37860 -1.33410 2.05120  -0.005
C: -3.15230 0.05060 0.92970  -0.003
C: -4.42980 -0.38970 0.60810  -0.005
C: -4.83730 -0.32970 -0.71360  0.002
C: -3.98850 0.23470 -1.65700  -0.004
C: -2.74190 0.66100 -1.24280  0.008
N: -2.30550 0.53040 0.01860  0.001
H: -1.13080 -0.77380 6.11460  0.000
H: 0.17030 -0.10510 5.10930  0.000
H: -0.34480 -1.78840 4.88900  0.001
H: -3.10460 0.56480 5.47130  0.000
H: -4.44020 1.02580 3.11890  0.000
H: -5.05650 -0.80130 1.38310  0.000
H: -5.79740 -0.72020 -1.00630  0.000
H: -4.27480 0.31150 -2.69670  0.000
H: -2.04380 1.12520 -1.93520  -0.002
O: 0.43830 1.98560 -0.62040  0.067
N: 0.51620 3.13060 0.04710  0.002
C: 0.69480 4.26770 -0.64860  -0.005
C: 0.80880 5.45760 0.01340  0.003
C: 0.72800 5.48400 1.40840  -0.001
C: 0.52140 4.31590 2.09890  0.000
C: 0.41930 3.11520 1.39570  0.001
S: 0.19550 1.60830 2.13420  0.016
H: 0.74500 4.14870 -1.72050  0.000
H: 0.95880 6.36010 -0.55410  0.000
H: 0.82620 6.41450 1.94180  0.000
H: 0.43440 4.29540 3.17470  0.000
Se: -2.76120 -1.98930 -4.15290  0.029
Sb: -0.58580 -2.44930 -3.32280  0.018
Se: -0.25230 -1.81050 -0.80070  0.074
Se: 0.48900 -0.30620 -2.21060  -0.020
Se: 1.21980 -3.86240 -3.90660  -0.036
N: 4.53070 -2.82870 -2.43040  0.000
C: 5.16810 -2.20000 -1.43000  0.001
O: 6.27440 -2.47280 -1.03540  0.000
C: 4.41080 -1.08800 -0.72340  0.001
C: 5.13620 -0.00660 -0.22230  0.001
C: 4.47540 0.93310 0.54910  0.000
C: 3.11710 0.79230 0.75230  0.007
N: 2.40350 -0.21050 0.24110  -0.021
C: 3.05900 -1.16060 -0.44730  0.014
H: 5.03970 -3.55920 -2.90970  0.000
H: 3.67270 -2.52180 -2.85780  0.000
H: 6.19510 0.06090 -0.42520  0.000
H: 4.98790 1.77150 0.99490  0.000
H: 2.58260 1.51300 1.35750  -0.002
H: 2.49380 -2.03180 -0.77330  -0.011

Atomic forces in eV per Å
-0.4 3.0 0.5
0.8 -0.2 0.4
-0.5 0.2 -0.9
-0.6 0.3 0.0
-0.1 0.2 0.4
0.4 -0.1 0.9
-0.3 -0.2 -0.1
0.9 -0.8 0.0
-0.2 -0.1 -0.8
0.3 0.0 0.2
0.2 0.1 -0.1
-0.2 0.0 0.2
0.2 0.1 -0.1
1.1 -0.2 0.3
-0.1 0.0 -0.1
-0.2 -0.1 -0.1
-0.1 0.1 0.0
-0.1 0.0 0.2
-0.2 0.1 0.0
-0.1 -0.1 0.0
-0.2 0.0 0.0
0.0 0.1 0.1
-0.1 -0.2 0.1
-0.1 -0.2 -0.5
0.1 0.4 1.1
0.1 0.2 -0.3
0.0 0.0 -0.1
0.0 -0.1 0.0
0.0 0.1 -0.1
0.0 0.3 -0.5
0.1 -0.6 0.8
0.0 0.0 0.0
0.0 0.1 -0.1
0.0 0.1 0.0
0.0 0.0 0.0
0.9 -0.3 0.4
-1.1 -1.0 -2.5
-0.8 -4.8 2.2
1.7 2.3 -2.4
-0.7 0.6 0.4
-0.1 -0.5 -0.6
-0.2 0.6 0.5
0.3 -0.1 -0.1
0.0 0.0 0.2
-0.2 -0.1 0.0
0.1 -0.1 -0.1
0.2 0.4 0.2
-1.1 0.1 0.2
-0.1 -0.3 -0.2
0.0 0.1 0.1
0.0 0.2 0.2
0.1 0.0 0.0
0.1 0.0 0.0
0.1 -0.1 -0.1
0.0 0.2 0.0

***

No. 4
Below is the ion C5H7N6 with charge +1 in a non-equilibrium geometry, with properties calculated with wB97M-V/def2-TZVPD.

Properties
SMILES: Cc1[nH+]cnn1-c1nnc[nH]1
Highest occupied orbital energy, eV: -13.57
Gap between HOMO and LUMO, eV: 9.55
Charge: +1

Each line ends with the Mulliken charge.
Positions of all 18 atoms, in Å:
C: 0.34921 -0.01651 -2.39936  -1.095
C: 0.18896 -0.84697 -1.20915  0.611
N: 0.17426 -2.16871 -1.06402  -0.069
C: -0.06489 -2.45131 0.25087  -0.158
N: -0.20563 -1.36288 0.92395  -0.837
N: -0.07370 -0.32965 0.07376  0.709
C: -0.25713 0.97179 0.77292  0.300
N: -0.42540 2.12928 0.20546  -0.063
N: -0.44319 3.02841 1.18460  -0.563
C: -0.26872 2.41458 2.31981  -0.044
N: -0.13690 1.07371 2.11820  -0.088
H: -0.15917 0.93772 -2.25193  0.329
H: -0.04221 -0.51472 -3.28518  0.384
H: 1.40568 0.20613 -2.57356  0.300
H: 0.30660 -2.84957 -1.80082  0.217
H: -0.13896 -3.43595 0.66907  0.425
H: -0.21263 2.88581 3.28013  0.423
H: 0.00383 0.32882 2.78525  0.220

Atomic forces in eV per Å
0.2 0.3 -0.5
-0.9 2.4 2.3
0.0 0.2 0.1
0.0 0.1 0.3
-0.2 -0.5 0.8
0.2 -0.8 -0.8
0.6 -0.9 -1.7
0.1 -1.7 -1.0
-0.1 1.2 0.8
0.0 -0.1 0.1
0.0 -0.2 -0.4
0.0 -0.1 0.0
0.0 0.0 0.0
0.0 -0.1 0.0
0.0 0.1 -0.1
0.0 -0.2 0.0
-0.1 0.0 0.2
-0.1 0.1 -0.1

***

No. 5
Below is a structure of composition C19H16F2NO6S2 in a non-equilibrium geometry, with properties calculated with wB97M-V/def2-TZVPD.

Properties
Highest occupied orbital energy, eV: -2.64
Gap between HOMO and LUMO, eV: 4.20
Charge: -1

Each line ends with the Mulliken charge.
Positions of all 46 atoms, in Å:
C: 2.24439 2.57960 4.05785  -1.176
C: 2.19705 1.08814 3.85074  -0.238
O: 1.79357 0.89407 2.45656  -0.261
C: 1.38537 -0.35661 2.23271  -0.013
C: 0.94511 -0.63179 0.80041  0.272
S: 1.99676 -1.98002 0.24262  1.389
C: 2.64319 -1.32900 -1.30030  0.018
C: 1.82607 -1.43435 -2.42229  -0.317
C: 2.25151 -0.89518 -3.63886  -0.661
C: 3.51324 -0.28716 -3.71744  -0.328
C: 4.32806 -0.17561 -2.58107  -0.524
C: 3.89527 -0.71790 -1.36595  -0.206
O: 3.18302 -2.15001 1.03458  -0.751
O: 1.13582 -3.07518 -0.09569  -0.765
O: 1.37935 -1.23395 3.09366  -0.646
H: 2.62508 2.80772 5.05371  0.396
H: 2.89202 3.05326 3.31843  0.294
H: 1.24734 3.02034 3.96851  0.287
H: 3.18298 0.62466 4.00610  0.286
H: 1.50090 0.60232 4.54287  0.314
H: 1.19398 0.22476 0.17278  0.133
H: 0.86554 -1.93521 -2.33283  0.432
H: 1.59838 -0.96769 -4.51189  0.368
H: 3.86443 0.10149 -4.67569  0.337
H: 5.29984 0.32268 -2.64186  0.355
H: 4.52692 -0.66995 -0.48248  0.419
F: -4.88664 -2.80461 -2.91020  -0.260
C: -4.86757 -1.48510 -2.55052  0.412
F: -6.08262 -1.16747 -1.97198  -0.198
S: -3.40151 -1.26532 -1.44695  0.003
N: -4.19286 0.50891 -1.64303  -0.384
C: -4.68068 0.83355 -0.32706  0.409
O: -5.81109 0.74000 0.08484  -0.582
C: -3.44556 1.13495 0.43762  0.257
C: -2.39644 1.31305 -0.48626  -0.064
C: -1.10001 0.96321 -0.16189  -0.412
C: -0.98196 0.18686 0.98115  -0.236
C: -1.92722 0.19880 2.00609  -0.182
C: -3.23611 0.69726 1.73862  -0.828
C: -2.98175 1.22505 -1.85910  0.393
O: -2.56982 1.55657 -2.94503  -0.607
H: -4.69397 -0.81669 -3.41045  0.162
H: -0.28858 1.21291 -0.82892  0.409
H: -0.20880 -0.92015 0.80705  0.367
H: -1.69281 -0.24595 2.97378  0.484
H: -4.06921 0.65473 2.44703  0.442

Atomic forces in eV per Å
-0.1 0.2 0.0
0.2 0.3 -0.3
0.1 -0.1 1.2
-0.7 -2.4 -0.1
4.6 -2.5 0.5
1.2 1.9 -1.0
-0.3 -0.3 -0.4
0.2 0.4 -0.3
0.3 0.0 0.2
-0.2 0.0 0.1
-0.3 -0.3 0.0
0.0 0.2 -0.3
0.9 -1.0 0.9
-0.3 -0.8 0.0
-0.1 1.4 -0.8
0.0 0.0 0.0
0.0 0.0 0.0
0.1 -0.1 0.0
-0.3 0.1 -0.2
0.0 0.0 -0.4
-0.5 -0.3 -0.3
0.2 0.1 0.0
0.3 0.1 0.2
-0.1 0.0 0.3
-0.3 -0.2 0.0
-0.2 0.0 -0.1
-0.5 0.2 -0.1
0.1 -0.5 -0.1
1.3 -0.9 -0.6
-2.8 2.0 -0.8
-0.3 -1.6 -1.0
0.4 0.3 2.0
0.6 0.0 -0.9
-0.1 -0.1 -0.3
-0.2 0.1 0.4
-1.3 0.1 0.6
-3.7 2.9 1.6
-1.6 0.9 -1.0
0.9 0.2 0.5
1.1 1.1 0.1
-0.3 -0.3 0.8
-0.4 -0.7 0.3
0.4 -0.5 -0.4
1.7 0.6 0.1
-0.2 -0.3 -0.2
0.3 -0.2 -0.2

***

No. 6
Below is a cluster of 12 separate species, H24O12 in total, with properties calculated with wB97M-V/def2-TZVPD.

Properties
SMILES: O.O.O.O.O.O.O.O.O.O.O.O
Highest occupied orbital energy, eV: -10.22
Gap between HOMO and LUMO, eV: 9.97

Each line ends with the Mulliken charge.
Positions of all 36 atoms, in Å:
O: 0.34375 1.10408 -0.62861  -0.611
H: 0.65057 0.19597 -0.72955  0.231
H: -0.44584 1.02539 -0.08149  0.308
O: 4.86081 1.17724 -1.79341  -0.624
H: 5.47690 0.83357 -1.13666  0.331
H: 4.00525 0.83037 -1.51650  0.288
O: 1.12027 -1.73422 2.71005  -0.588
H: 0.56751 -2.30797 3.25252  0.301
H: 0.86795 -0.84352 2.97834  0.375
O: -2.38191 -2.42538 -1.32771  -0.566
H: -2.28015 -1.93498 -2.15121  0.304
H: -3.02379 -3.11191 -1.54138  0.253
O: 3.55685 -2.34728 -0.56391  -0.639
H: 3.59565 -3.10872 -1.15356  0.318
H: 2.82530 -2.54813 0.03064  0.312
O: 0.17988 -2.55253 -0.16929  -0.532
H: 0.88175 -2.16409 -0.70360  0.289
H: -0.60737 -2.05579 -0.41927  0.252
O: -4.27090 0.10673 -0.55519  -0.595
H: -3.85898 0.62045 -1.25903  0.296
H: -5.17250 -0.03492 -0.86511  0.280
O: -0.58938 0.88440 -3.22063  -0.611
H: -0.18121 0.38642 -2.50341  0.364
H: -0.42545 1.80563 -2.98944  0.304
O: -3.43228 -1.45653 1.35930  -0.641
H: -4.09652 -0.89816 1.77884  0.286
H: -3.24435 -1.01122 0.52541  0.390
O: 2.94783 1.99774 0.87953  -0.564
H: 3.55964 1.77003 0.17043  0.249
H: 2.17825 2.35256 0.42036  0.305
O: -2.64781 4.45554 0.52123  -0.635
H: -1.94907 4.17515 1.12300  0.317
H: -3.27375 3.72267 0.53097  0.316
O: 1.15316 0.80997 2.82014  -0.674
H: 1.01718 1.38254 3.58346  0.279
H: 2.09278 0.89888 2.62472  0.333

Atomic forces in eV per Å
0.0 0.0 0.0
0.2 0.0 0.5
0.1 0.0 0.2
-0.2 0.1 0.3
0.0 -0.1 -0.1
0.1 -0.3 -0.3
-0.1 -0.8 0.3
0.1 -0.1 -0.3
0.1 0.3 -0.2
-0.1 0.3 -0.4
0.0 0.0 0.0
0.1 0.0 0.2
-0.2 0.0 -0.2
0.1 0.1 0.0
0.1 0.0 0.3
0.4 0.4 -0.3
0.1 -0.2 0.0
-0.3 -0.4 0.1
-0.2 0.6 -0.6
0.0 0.0 0.0
0.0 -0.1 0.1
-0.2 -0.2 -0.4
-0.1 0.4 -0.2
0.0 -0.2 0.1
0.2 -0.2 0.6
0.2 -0.1 -0.1
-0.2 -0.2 0.0
0.1 0.0 -0.1
0.1 0.2 0.1
-0.1 -0.2 0.1
0.0 -0.2 0.1
0.0 0.1 0.0
0.0 0.1 0.0
-0.2 0.8 0.4
0.0 0.0 0.0
0.1 0.0 -0.4